Molecular formula: C45H38ClN2O7PSr
Method: DFT, ωB97M-V with the def2-TZVPD basis set

Output
* 2S+1: 1
* maximum force: 0.0137 Eh/bohr
* net charge: -2
* LUMO level: 3.77 eV
* E: -3206.2658 a.u.
* HOMO: -0.7 eV
* energy relative to the best compared isomer or geometry (same formula, charge and spin): 0.0 kJ/mol

Geometry as XYZ:
```
95
Properties=species:S:1:pos:R:3:forces:R:3
Sr 0.515697 1.065438 -0.007919 -0.222 -0.050 0.272
O 5.583288 2.353410 3.777143 -0.008 -0.005 -0.003
C 6.014427 1.394731 2.995930 -0.014 0.006 -0.009
O 7.069876 0.821352 3.178558 -0.002 0.025 0.022
C 5.142656 1.024257 1.839986 -0.032 0.022 -0.074
C 5.445312 0.068630 0.889329 0.046 0.060 -0.010
Cl 6.846303 -0.879572 0.686579 -0.017 -0.020 -0.014
N 4.428998 0.016734 0.000571 0.055 -0.068 0.077
N 3.466240 0.897837 0.321355 -0.056 0.035 -0.052
C 3.878678 1.515628 1.413630 -0.043 -0.096 0.141
C 2.954268 2.557738 2.014327 0.070 0.106 0.021
O 3.366066 3.170004 3.030674 0.070 -0.026 0.026
O 1.870196 2.721958 1.437586 -0.232 -0.118 -0.125
C 4.295588 -0.774015 -1.177365 0.010 -0.051 -0.132
C 3.970580 -0.137700 -2.363113 0.022 0.018 0.011
C 3.768049 -0.894166 -3.504892 -0.009 0.002 0.002
C 3.894821 -2.273920 -3.458291 0.005 -0.003 0.002
C 4.225058 -2.900350 -2.265155 0.004 -0.018 -0.002
C 4.426088 -2.152368 -1.116158 -0.020 0.012 0.012
H 4.644528 2.723006 3.481266 0.045 -0.041 -0.028
H 3.837429 0.935653 -2.368486 0.002 -0.006 -0.011
H 3.473181 -0.404923 -4.423841 0.004 0.004 0.002
H 3.700983 -2.867960 -4.342388 0.000 0.002 -0.001
H 4.280992 -3.980220 -2.216402 0.000 0.000 0.004
H 4.646319 -2.633565 -0.173192 0.010 0.005 -0.008
C 1.093318 -7.164374 -2.979110 0.004 0.019 0.003
C 1.028389 -5.753149 -2.454646 0.001 0.008 0.027
C 0.500475 -4.725801 -3.219790 0.003 0.020 0.014
C 0.449225 -3.407906 -2.763076 -0.010 -0.009 -0.043
C -0.149659 -2.363188 -3.670126 0.025 -0.026 0.046
C 0.938001 -3.121305 -1.481176 -0.071 -0.036 -0.013
C 1.440014 -4.153307 -0.675128 0.030 0.002 0.012
C 1.932104 -3.925037 0.731134 -0.010 -0.011 -0.008
C 1.493405 -5.447060 -1.181709 -0.002 -0.022 -0.028
C 0.916669 -1.696297 -0.971299 -0.217 -0.086 0.003
O 0.700679 -1.509414 0.253520 0.096 0.141 0.304
O 1.092849 -0.773129 -1.796081 0.160 0.313 -0.117
H 0.605855 -7.241526 -3.951530 0.000 -0.008 0.000
H 0.602533 -7.862424 -2.297270 0.000 -0.003 -0.004
H 2.128325 -7.495746 -3.095065 -0.001 -0.005 -0.001
H 0.109897 -4.948340 -4.208537 -0.002 0.004 -0.002
H -0.653523 -2.850889 -4.507486 -0.007 0.001 -0.002
H 0.624070 -1.698982 -4.056229 -0.016 -0.002 0.002
H -0.861641 -1.714028 -3.157903 0.012 0.000 -0.022
H 2.519961 -3.013626 0.816315 0.002 -0.012 0.012
H 2.529892 -4.778615 1.059604 -0.002 -0.006 0.004
H 1.088811 -3.795786 1.410514 -0.002 0.011 0.005
H 1.901713 -6.238545 -0.558575 -0.001 0.004 0.001
C -1.641140 1.929272 -1.286784 -0.287 0.441 -0.117
C -1.707088 2.545349 -0.022339 0.400 0.350 0.430
C -2.396261 3.695824 0.286295 -0.058 -0.185 -0.048
C -2.360746 4.177249 1.699684 -0.078 -0.194 -0.160
C -1.181241 4.188793 2.446883 -0.047 -0.073 0.119
C -1.178797 4.541982 3.789486 -0.034 0.017 0.019
C -2.359528 4.908404 4.426779 0.052 0.014 0.020
C -3.540883 4.924680 3.694307 0.007 -0.021 -0.017
C -3.535905 4.568135 2.353749 -0.069 0.007 0.099
C -3.190126 4.519864 -0.647848 -0.055 -0.028 -0.043
C -3.727371 4.008099 -1.843592 -0.048 0.099 0.042
C -4.435595 4.815056 -2.722877 0.000 0.007 0.016
C -4.645215 6.161701 -2.453748 -0.002 -0.006 -0.011
C -4.122435 6.690549 -1.278923 0.011 0.001 0.011
C -3.412827 5.888702 -0.400164 0.036 0.002 -0.084
H -0.261194 3.896355 1.968919 0.163 -0.067 -0.087
H -0.242423 4.535697 4.336841 -0.005 -0.013 -0.011
H -2.358727 5.182941 5.475861 0.004 -0.001 -0.002
H -4.472930 5.202119 4.176375 -0.003 0.001 -0.017
H -4.466558 4.568675 1.795313 0.022 -0.005 0.027
H -3.578262 2.966656 -2.075888 -0.013 -0.025 -0.008
H -4.833848 4.379566 -3.633401 0.006 -0.011 0.005
H -5.201552 6.786433 -3.143672 0.003 -0.002 0.000
H -4.264763 7.741609 -1.048277 0.009 0.001 0.010
H -3.004284 6.324274 0.503569 -0.016 0.039 -0.041
C -1.299847 -0.929593 4.054329 0.040 0.021 -0.027
P -1.548021 0.005602 2.482910 0.190 -0.112 0.083
C -3.069290 0.920876 2.915387 0.030 0.030 -0.027
C -2.187844 -1.306860 1.381316 0.000 -0.054 -0.041
C -2.847143 -0.928143 0.210408 0.065 0.036 0.018
C -3.140918 -1.861462 -0.774608 0.007 -0.002 -0.015
C -2.794638 -3.194031 -0.595124 0.003 0.008 0.014
C -2.160585 -3.587436 0.575707 -0.017 0.004 0.004
C -1.855684 -2.650819 1.552348 -0.059 0.004 -0.005
H -0.439098 -1.592274 3.962003 0.006 0.001 0.027
H -2.176568 -1.510884 4.352837 0.001 0.012 -0.031
H -1.072181 -0.197423 4.831122 -0.003 -0.015 0.018
H -3.875442 0.247736 3.215557 0.004 0.013 0.005
H -3.359915 1.511673 2.049583 -0.073 0.066 -0.054
H -2.839848 1.619908 3.722271 -0.006 0.031 -0.013
H -3.068680 0.118808 0.037346 -0.005 -0.005 -0.027
H -3.588729 -1.527086 -1.701527 -0.005 0.013 0.000
H -2.994095 -3.919170 -1.375551 0.008 0.003 -0.001
H -1.868050 -4.622621 0.712265 0.003 0.000 0.004
H -1.318220 -2.969782 2.436494 0.000 -0.007 -0.003
O -2.211785 0.385290 -3.124270 -0.003 0.056 0.040
C -1.940703 1.150567 -2.213437 0.134 -0.542 -0.433
```
Forces are in eV/Å.

Here are the Löwdin charges for atoms 1 to 5, given in e: 1.410 0.093 -0.535 0.032 -0.049

Molecular formula: C18H48ClO22S6
Method: DFT, ωB97M-V with the def2-TZVPD basis set

Output
* 2S+1: 1
* maximum force: 0.3280 Eh/bohr
* net charge: -1
* LUMO level: 2.20 eV
* E: -5217.6480 a.u.
* HOMO: -5.5 eV
* energy relative to the best compared isomer or geometry (same formula, charge and spin): 3160.2 kJ/mol

Geometry as XYZ:
```
95
Properties=species:S:1:pos:R:3:forces:R:3
Cl -0.363684 0.311133 0.902528 -2.800 0.032 6.534
O 0.089646 0.861103 2.189758 0.580 0.484 -2.343
O -1.350754 -0.624977 1.291418 0.275 -1.491 -0.979
O -1.029504 1.243713 0.060518 -1.301 -0.465 3.273
O 0.691366 -0.186327 0.120858 -6.904 -2.844 6.001
O 0.653026 4.370933 -3.162862 0.985 -0.650 0.963
S 1.114736 3.649793 -1.976232 -2.007 -0.285 -0.068
O 2.463236 3.055653 -1.950102 -6.899 3.424 0.041
O 0.800386 4.623743 -0.688762 2.501 -0.584 -0.340
C -0.202634 5.574733 -0.746962 -1.411 2.245 -0.486
C 0.231706 6.905803 -0.111232 -0.301 -0.454 0.261
C -0.190254 2.392633 -1.482552 7.509 8.590 0.190
H -1.076514 5.206833 -0.209292 -0.055 -0.171 0.122
H -0.540074 5.820983 -1.753742 0.255 -0.533 -0.275
H 1.100896 7.366563 -0.580602 0.400 -0.550 0.284
H 0.314646 6.679403 0.951768 0.661 0.544 0.068
H -0.511864 7.696193 -0.213622 -0.528 -0.348 -0.038
H 0.261796 1.457563 -1.813302 1.843 1.924 0.786
H -1.048654 2.722883 -2.067522 0.889 2.090 1.034
H -0.299014 2.345703 -0.399012 1.061 2.439 -1.369
O -5.634904 0.370913 -0.602502 2.139 -1.712 -2.170
S -4.625814 -0.527737 -1.230692 0.304 0.489 1.281
O -4.939934 -1.971727 -1.313672 0.674 2.667 -0.399
O -4.176794 0.095023 -2.762702 -1.479 -0.634 2.517
C -3.404724 -0.655417 -3.683122 -1.095 -0.912 -0.962
C -3.759064 -0.114377 -5.055342 2.053 -0.817 -0.882
C -2.968534 -0.295637 -0.290802 -3.518 -0.675 -1.773
H -3.590384 -1.725337 -3.777502 -0.835 -0.201 0.936
H -2.338044 -0.630277 -3.460352 -1.337 0.323 -0.499
H -3.208474 -0.835567 -5.659352 0.551 0.130 -0.579
H -3.267684 0.842463 -5.231652 -0.538 0.240 -0.128
H -4.728814 -0.244297 -5.535792 -0.457 0.484 1.091
H -3.304994 -0.288337 0.745948 -0.043 -0.618 -0.414
H -2.426594 0.634863 -0.459812 -1.650 -0.555 -0.737
H -2.399304 -1.139987 -0.679582 -0.284 -0.102 0.712
O 4.779076 -0.284267 -0.608912 -1.653 3.880 0.453
S 3.697506 0.627893 -0.035572 1.805 4.860 -6.891
O 3.481646 0.561313 1.423178 3.558 15.482 1.105
O 4.011436 2.226293 -0.406472 0.066 -2.922 3.246
C 4.416816 2.519653 -1.689982 3.056 -1.012 -2.541
C 4.744926 3.975483 -1.827012 0.061 1.038 0.305
C 2.053926 0.432013 -0.928272 6.653 3.141 -3.785
H 3.690306 2.136083 -2.406332 1.411 -0.093 -0.087
H 5.324086 2.033223 -2.048242 0.682 -0.597 1.091
H 3.976246 4.709813 -1.586182 -0.538 -0.438 -0.544
H 5.082976 4.072413 -2.858722 0.090 0.496 0.058
H 5.490646 4.345923 -1.123612 0.792 -0.705 -0.159
H 2.317056 0.601553 -1.972362 1.295 0.269 0.621
H 1.358176 1.256973 -0.775022 2.000 0.010 0.721
H 1.549946 -0.522397 -0.775902 4.089 0.080 -2.599
O 4.026076 -3.579557 1.668918 -1.472 -0.003 -0.611
S 2.851766 -2.855887 1.136618 3.205 1.495 4.902
O 2.252366 -3.102737 -0.184282 9.264 -9.459 10.447
O 1.628656 -2.853637 2.320498 -0.184 -0.684 -1.015
C 1.922846 -2.817667 3.719378 0.157 -0.341 1.098
C 1.934136 -4.270347 4.248538 0.220 0.323 -0.534
C 3.092056 -0.888207 1.263458 -1.536 -4.879 1.014
H 1.156156 -2.209697 4.199648 -0.602 -0.332 -0.344
H 2.771446 -2.204177 4.022048 0.797 -0.487 -0.685
H 2.788396 -4.791697 3.816648 -0.192 -0.064 -0.384
H 0.993716 -4.688757 3.889868 0.125 -0.372 0.015
H 2.026426 -4.488127 5.312568 -0.216 0.772 0.216
H 2.260416 -0.347587 0.811548 -1.607 -4.172 1.190
H 3.951146 -0.686917 0.623498 0.647 -8.334 1.430
H 3.211856 -0.663277 2.323248 -0.585 -3.618 1.135
O 1.363076 -2.315567 -4.057372 0.548 1.509 0.486
S 1.718816 -1.648147 -2.806502 -0.819 -2.742 0.038
O 3.112756 -1.254117 -2.559982 -2.404 -0.630 -1.209
O 0.744926 -0.280127 -2.581212 0.754 -0.765 -1.362
C -0.631714 -0.357707 -2.867742 -0.416 -0.162 -0.647
C -1.160694 1.081573 -2.844392 -2.023 -4.378 -3.744
C 1.110396 -2.658717 -1.422572 -6.475 3.964 -9.467
H -1.153564 -0.868227 -2.058332 0.235 -0.609 -0.237
H -0.669634 -0.881307 -3.822982 -0.514 -0.143 -0.030
H -0.512774 1.587793 -3.559952 0.042 0.570 0.185
H -0.890464 1.459213 -1.858252 -5.232 -5.184 -2.878
H -2.179734 1.256883 -3.189252 -0.027 -0.320 0.300
H 0.072176 -2.372277 -1.254772 -0.346 -0.638 -0.541
H 1.706996 -2.309187 -0.579962 -2.812 5.091 -2.027
H 1.374726 -3.705187 -1.574652 -1.024 0.515 -1.081
O -4.978064 -3.087257 6.324138 0.652 0.345 -1.815
S -4.276964 -2.890007 5.055908 0.469 -2.162 2.075
O -4.986814 -2.356407 3.916528 1.158 0.069 0.842
O -2.906044 -2.128557 5.520328 -1.432 -0.184 -0.442
C -2.335204 -1.269797 4.547838 0.989 1.796 -0.743
C -1.490404 -1.919957 3.492608 -0.750 -1.000 0.865
C -3.435294 -4.520987 4.640798 -1.248 1.724 0.229
H -1.671934 -0.556997 5.037828 -0.430 0.021 0.694
H -3.132214 -0.709107 4.059438 -0.025 0.157 0.120
H -2.229114 -2.465277 2.905198 0.555 -0.269 -0.727
H -0.797064 -2.614137 3.967468 0.037 -0.082 -0.145
H -0.986534 -1.172857 2.879398 -0.162 -0.759 0.979
H -3.188604 -4.934407 5.618718 -0.025 -0.062 -0.241
H -2.554304 -4.275027 4.047948 -0.246 -0.248 -0.011
H -4.213414 -5.066447 4.106858 0.346 -0.263 0.010
```
Forces are in eV/Å.

Here are the Löwdin charges for atoms 1 to 5, given in e: 0.821 -0.253 -0.368 -0.384 -0.420

Molecular formula: C2H5N4
Method: DFT, ωB97M-V with the def2-TZVPD basis set

Output
* 2S+1: 1
* maximum force: 0.0897 Eh/bohr
* net charge: +1
* structure (SMILES): N[n+]1cn[nH]c1
* LUMO level: -4.27 eV
* E: -297.8944 a.u.
* HOMO: -15.4 eV
* energy relative to the best compared isomer or geometry (same formula, charge and spin): 155.2 kJ/mol

Geometry as XYZ:
```
11
Properties=species:S:1:pos:R:3:forces:R:3
C 0.304466 -1.192538 0.425121 -1.633 2.358 -1.910
C 0.515262 0.925363 -0.394460 -0.720 0.406 -0.306
N 1.443912 -0.990939 -0.074020 1.401 -3.535 1.268
N 1.643469 0.191875 -0.553845 -2.195 2.142 0.707
N -0.491771 0.203691 0.113033 2.740 -3.697 0.326
N -1.864321 0.475512 0.246959 0.120 0.381 1.966
H -0.041589 -2.215024 0.684868 -0.348 1.276 0.164
H 0.495589 1.965441 -0.685685 -0.407 -0.013 0.038
H 2.599402 0.497919 -0.694699 -0.217 0.232 -0.315
H -2.450682 -0.133893 -0.313562 0.542 -0.152 -0.521
H -2.153738 0.272593 1.246290 0.716 0.601 -1.419
```
Forces are in eV/Å.

Here are the natural (NBO) charges for atoms 1 to 5, given in e: 0.178 0.302 -0.198 -0.307 -0.181

Among the records above, which one has the highest HOMO?
C45H38ClN2O7PSr

What is the net charge in the first record?
-2

The highest maximum force belongs to which entry?
C18H48ClO22S6